This record from the OMol25 dataset describes C36H30MnN7P2 as an isolated structure. The level of theory is the ωB97M-V functional and the def2-TZVPD basis.

XYZ file:
```
76
Properties=species:S:1:pos:R:3:forces:R:3
Mn -0.51016 0.06395 1.42347 0.1 -0.1 0.0
C 1.82903 -0.10827 -1.87646 0.1 0.1 0.0
C 1.40217 -1.21598 -0.89390 0.0 -0.1 -0.2
P -0.41570 -1.25493 -0.59535 0.9 0.3 -0.1
C -1.09643 -1.45110 -2.25365 -0.4 -0.1 0.2
C -2.26804 -0.78745 -2.60485 0.0 0.0 0.0
C -2.81485 -0.96262 -3.86505 0.0 0.0 0.0
C -2.18872 -1.79646 -4.77841 0.0 0.0 0.0
C -1.02735 -2.47211 -4.42955 0.0 0.0 0.0
C -0.48508 -2.30928 -3.16549 0.0 0.0 0.0
C -0.73570 -2.78202 0.30940 0.0 -0.1 0.0
C -0.07565 -2.95250 1.53187 0.0 0.0 0.1
C -0.42824 -3.98893 2.38311 0.0 0.0 -0.1
C -1.43941 -4.86842 2.01481 0.0 0.0 0.0
C -2.08482 -4.71177 0.79831 -0.1 0.0 0.0
C -1.74379 -3.66997 -0.05173 0.0 0.0 0.0
P 0.68105 1.33014 -2.20196 0.0 0.0 -0.1
C 1.79400 2.43933 -3.13228 0.0 0.0 0.0
C 1.31474 3.72610 -3.39269 0.0 0.0 0.0
C 2.06143 4.62437 -4.13220 0.0 0.0 0.0
C 3.29610 4.24648 -4.64450 0.0 0.0 0.0
C 3.77302 2.96908 -4.41190 0.0 0.0 0.0
C 3.02807 2.06958 -3.65861 0.0 0.0 0.0
C 0.52629 2.23975 -0.60264 -0.1 -0.1 0.0
C -0.70361 2.04965 0.06979 -0.1 0.0 -0.2
C -0.95640 2.65778 1.29206 0.1 0.0 0.1
C 0.00687 3.51713 1.84415 0.0 0.0 -0.1
C 1.17100 3.77121 1.14772 -0.1 0.0 0.0
C 1.43330 3.13248 -0.07126 0.0 0.0 0.0
H 1.92083 -0.54797 -2.87448 0.0 0.0 0.0
H 2.82969 0.24078 -1.60995 0.0 0.0 0.0
H 1.86732 -1.04744 0.07552 0.0 -0.1 0.0
H 1.76974 -2.18586 -1.23743 -0.1 0.0 0.0
H -2.75331 -0.12936 -1.89369 0.0 0.0 0.0
H -3.72760 -0.44939 -4.13300 0.0 0.0 0.0
H -2.61117 -1.92905 -5.76496 0.0 0.0 0.0
H -0.54995 -3.13434 -5.13853 0.0 0.0 0.0
H 0.40432 -2.86356 -2.89291 0.0 0.0 0.0
H 0.74381 -2.29406 1.82378 -0.1 0.0 -0.1
H 0.08364 -4.11051 3.32815 0.0 0.0 0.0
H -1.72715 -5.67047 2.68018 0.0 0.0 0.0
H -2.88036 -5.38661 0.51202 0.0 0.0 0.0
H -2.28464 -3.53979 -0.98047 0.0 0.0 0.0
H 0.34543 4.02800 -3.01204 0.0 0.0 0.0
H 1.67452 5.61643 -4.32094 0.0 0.0 0.0
H 3.87721 4.94665 -5.22848 0.0 0.0 0.0
H 4.72758 2.66396 -4.81772 0.0 0.0 0.0
H 3.42544 1.07732 -3.50109 0.0 0.0 0.0
H -1.50359 1.52177 -0.43813 0.0 0.1 0.0
H -1.91725 2.52167 1.77197 0.0 0.0 0.0
H -0.19181 4.02055 2.78120 0.0 0.0 0.0
H 1.89217 4.47560 1.54246 0.0 0.0 0.0
H 2.35508 3.34705 -0.59938 0.0 0.0 0.0
N 0.21447 0.55087 5.42303 -0.1 -0.1 -0.1
C -1.02126 -0.02640 5.64372 0.0 0.0 0.1
C -1.49350 -0.40823 4.42861 0.1 0.0 0.0
N -0.56338 -0.07949 3.46839 -0.3 0.4 0.5
C 0.44540 0.49089 4.10205 0.1 -0.1 -0.3
C 1.58925 0.82485 3.27755 -0.2 -0.1 0.0
N 1.49977 0.56460 1.97715 0.2 0.1 0.2
C 2.73819 0.87244 1.46191 0.0 -0.1 0.0
C 3.55809 1.30828 2.45221 0.1 0.0 0.0
N 2.80905 1.27853 3.60678 -0.1 0.0 -0.1
H 0.81681 0.93001 6.13369 0.0 0.0 0.0
H -1.43684 -0.11409 6.63023 0.0 0.0 0.0
H -2.41703 -0.91212 4.20323 0.0 0.0 0.0
H 2.96785 0.76054 0.42050 0.0 0.0 -0.1
H 4.58209 1.63294 2.44409 0.0 0.0 0.0
H 3.13179 1.53942 4.52297 0.0 0.0 0.0
N -2.44840 -0.10766 1.45772 -0.4 -0.2 0.0
C -3.26217 -0.94655 1.54015 0.2 0.1 -0.2
C -4.17169 -1.95561 1.65614 0.1 0.2 0.0
C -4.76382 -2.49917 0.49417 -0.2 -0.1 0.0
N -5.23665 -2.96025 -0.44928 0.1 0.0 -0.1
C -4.31644 -2.51159 2.94952 0.0 -0.1 0.1
N -4.33466 -2.90879 4.03116 0.0 0.0 0.1
```
Forces are in eV/Å.

Properties
Relative energy (zero: lowest compared OMol25 entry of this formula, charge and spin): 1.882 eV
Multiplicity: 2
Charge: +1
E_HOMO (alpha / beta): -10.38 / -10.35 eV

Results of the Mulliken charge analysis, in e, for atoms 1 through 4: atom 1 (Mn): 0.381, atom 2 (C): -1.861, atom 3 (C): -1.906, atom 4 (P): 1.267

***

This record from the OMol25 dataset describes CH4IPS2 as an isolated structure. The level of theory is the ωB97M-V functional and the def2-TZVPD basis.

XYZ file:
```
9
Properties=species:S:1:pos:R:3:forces:R:3
C -1.25417 -0.00978 -0.19989 2.6 1.1 1.7
P 1.69796 -0.56677 -0.09554 -0.4 2.2 -0.8
S -0.24723 1.72428 0.28306 -1.9 -1.3 -0.6
S -0.15343 -1.37510 0.43708 -1.2 0.2 0.4
I -3.26685 -0.34185 0.32796 0.4 0.3 0.0
H -1.10823 -0.01845 -1.23205 -0.4 0.1 -1.7
H 2.34816 -1.62515 0.32614 1.2 -2.8 0.3
H 2.10397 -0.01103 1.13035 -0.2 0.5 0.1
H -0.12018 2.22383 -0.97713 -0.2 -0.4 0.4
```
Forces are in eV/Å.

Properties
Relative energy (zero: lowest compared OMol25 entry of this formula, charge and spin): 1.327 eV
E_HOMO: -8.83 eV

Results of the Mulliken charge analysis, in e, for atoms 1 through 4: atom 1 (C): -0.537, atom 2 (P): -0.003, atom 3 (S): -0.233, atom 4 (S): -0.057

***

This record from the OMol25 dataset describes C28H26AuClN4O2S as an isolated structure. The level of theory is the ωB97M-V functional and the def2-TZVPD basis.

XYZ file:
```
63
Properties=species:S:1:pos:R:3:forces:R:3
Au -0.19890 -0.54373 -0.76029 0.0 1.1 -1.2
N -1.09310 -2.35673 3.22441 0.4 0.4 0.1
C -0.57350 -1.59873 4.28041 -0.3 -0.3 -0.2
C -1.02140 -1.80273 5.58111 0.0 0.0 0.2
C -0.55680 -1.00783 6.61751 -0.4 -0.5 -0.3
C 0.37030 -0.00723 6.37301 0.5 0.4 -0.6
C 0.85120 0.18557 5.08701 0.1 0.1 0.6
C 0.38220 -0.60423 4.05301 0.6 0.1 -1.5
S 1.04390 -0.38673 2.42251 -1.3 -0.9 0.8
N 0.01290 -1.26773 1.47131 1.2 0.8 0.8
C -0.84720 -2.13153 1.90741 -0.3 -0.3 0.7
C -1.56400 -2.91543 0.88431 -0.6 -0.8 -0.6
C -2.38510 -3.99973 1.18701 0.2 0.3 0.0
C -2.97850 -4.70133 0.14751 0.1 0.1 -0.3
C -2.72470 -4.31873 -1.16219 -0.1 -0.1 0.4
C -1.89530 -3.22933 -1.37769 0.0 0.0 -0.1
N -1.34380 -2.55123 -0.38649 0.2 -0.2 0.5
H -1.76860 -3.06083 3.48921 0.0 0.0 -0.2
H -1.73660 -2.58513 5.77981 -0.2 -0.1 0.0
H -0.92460 -1.16653 7.61851 -0.1 -0.1 0.1
H 0.72690 0.61997 7.17311 0.0 0.0 0.1
H 1.59200 0.93867 4.87141 0.1 0.2 0.1
H -2.55920 -4.32323 2.20161 -0.1 -0.1 0.1
H -3.62080 -5.54113 0.35951 0.0 -0.1 0.0
H -3.15170 -4.85283 -1.99619 0.0 0.0 -0.1
H -1.64840 -2.89143 -2.37549 0.0 0.0 -0.1
Cl 4.38710 -0.84613 -6.76069 0.4 -0.1 -0.4
C 3.13040 -0.77993 -5.60659 -0.1 0.0 1.3
C 1.78270 -0.75243 -6.02069 0.4 0.0 0.3
C 0.79150 -0.63593 -5.09389 -0.2 0.2 0.6
C 1.05780 -0.46783 -3.69099 1.7 -0.3 -1.1
O 0.09360 -0.17373 -2.93029 -1.6 0.2 1.3
C 2.43540 -0.61413 -3.28029 -1.1 0.1 0.5
C 2.85790 -0.62873 -1.90899 0.6 0.0 -1.1
O 2.20340 -0.37403 -0.89839 -0.2 0.0 0.9
C 3.42780 -0.76183 -4.25419 0.2 -0.1 -1.4
H 1.54130 -0.82033 -7.06989 0.0 0.0 -0.1
H -0.24470 -0.59813 -5.39039 -0.1 0.0 -0.1
H 3.92370 -0.88623 -1.78009 0.0 0.0 0.0
H 4.45720 -0.84293 -3.93779 0.2 0.0 0.0
C 1.65610 2.99167 -1.34189 0.2 -0.3 -1.0
N 1.32540 3.41297 0.02771 -0.1 0.3 0.1
C 2.54280 3.48557 0.85391 0.7 0.2 0.5
C 0.32610 2.50557 0.66031 -0.8 -0.4 0.1
C -0.96080 2.38787 -0.11449 0.0 0.2 0.1
C -1.80600 3.49937 -0.17349 0.1 -0.1 0.1
C -3.02960 3.42597 -0.80829 -0.1 0.3 0.0
C -3.42850 2.23967 -1.39689 0.1 -0.2 0.0
C -2.58830 1.13557 -1.34999 -0.3 0.1 -0.1
C -1.36610 1.20287 -0.71069 0.5 -0.4 0.2
H 2.36410 3.69077 -1.78329 0.0 0.0 0.1
H 0.75710 2.95067 -1.95389 0.0 0.0 0.1
H 2.09420 1.99677 -1.30879 0.0 0.0 0.1
H 0.90000 4.34467 -0.02739 0.1 -0.1 0.0
H 2.98100 2.49077 0.92721 -0.1 0.0 -0.1
H 2.30970 3.84357 1.85521 -0.2 0.0 -0.1
H 3.27010 4.15857 0.40281 -0.1 0.0 -0.1
H 0.11040 2.90777 1.65501 0.2 0.0 0.0
H 0.79560 1.52527 0.75761 0.1 0.3 -0.2
H -1.51500 4.42267 0.30991 0.0 0.2 0.1
H -3.67810 4.28877 -0.82919 0.0 0.1 0.0
H -4.38700 2.15967 -1.88839 -0.1 0.1 0.0
H -2.90530 0.21547 -1.81149 0.0 -0.2 -0.1
```
Forces are in eV/Å.

Properties
Relative energy (zero: lowest compared OMol25 entry of this formula, charge and spin): 0.881 eV
Multiplicity: 3
Charge: +2
E_HOMO (alpha / beta): -11.57 / -11.53 eV

Results of the Mulliken charge analysis, in e, for atoms 1 through 4: atom 1 (Au): 0.467, atom 2 (N): 0.002, atom 3 (C): 0.180, atom 4 (C): -0.709

***

This record from the OMol25 dataset describes C20H24FeNO3 as an isolated structure. The level of theory is the ωB97M-V functional and the def2-TZVPD basis.

XYZ file:
```
49
Properties=species:S:1:pos:R:3:forces:R:3
C -3.43862 -0.16682 1.03408 0.0 -0.1 -0.1
C -2.65608 -1.36995 0.48861 -0.4 0.1 -0.2
C -1.14076 -1.38677 0.80182 -0.3 -0.4 0.0
C -0.51484 -0.08059 1.19711 1.2 0.5 -0.1
N 0.79414 0.02766 1.09732 -2.1 -0.1 -0.2
C 1.59511 -1.13368 0.70270 0.4 -0.3 -0.4
C 3.03331 -0.63829 0.64047 0.2 -0.4 0.1
C 3.00683 0.88211 0.80398 0.0 0.5 -0.1
C 1.56050 1.29765 1.12339 0.4 0.4 0.2
C -1.35016 1.10775 1.62777 0.2 0.2 -1.7
C -2.62456 1.09856 0.76082 -0.2 -0.3 -0.2
H -4.42193 -0.11728 0.53818 0.4 0.0 0.2
H -3.62880 -0.27335 2.11036 0.0 0.0 -0.2
H -3.09988 -2.31645 0.82183 0.1 0.2 -0.1
H -2.75812 -1.34167 -0.60929 0.0 -0.1 0.4
H -0.90845 -2.16918 1.55494 0.0 0.5 -0.2
H -0.65772 -1.74054 -0.12592 0.1 0.2 0.5
H 1.45676 -1.95816 1.41885 -0.1 0.3 -0.2
H 1.28065 -1.48302 -0.29478 -0.1 0.1 0.4
H 3.60743 -1.11899 1.43234 0.1 0.1 -0.1
H 3.46374 -0.93064 -0.31696 0.1 0.0 0.2
H 3.67510 1.21018 1.60358 -0.1 -0.1 -0.2
H 3.32175 1.37968 -0.11779 0.0 -0.1 0.2
H 1.17154 2.00838 0.37207 0.0 -0.5 0.3
H 1.48287 1.79296 2.10270 -0.1 -0.4 -0.4
H -0.80705 2.04311 1.38519 -0.1 -0.5 0.3
H -2.30410 1.09319 -0.28870 -0.1 0.1 0.0
H -3.21093 2.01522 0.89682 0.3 -0.3 0.0
O -1.56703 7.87748 4.18890 -0.2 -3.1 1.4
C -1.62913 6.73873 4.43495 1.0 8.0 -0.2
Fe -1.87216 5.13243 3.86251 -1.2 -2.2 1.0
C -3.21761 5.39172 2.68904 -4.2 -0.8 -4.5
O -3.90111 5.35632 1.74543 2.0 0.5 2.9
C -0.77255 5.13115 2.49820 3.3 -1.4 -5.1
O -0.22687 4.85776 1.49156 -1.5 0.9 3.1
C -1.61484 1.08389 3.11709 0.0 1.6 2.2
C -0.32781 1.47804 3.83728 0.2 -1.3 -0.3
C 0.06345 2.65146 4.38499 0.3 1.0 0.1
C -0.67854 3.79223 4.91958 1.1 -2.0 1.0
C -2.06142 3.68868 5.29598 -0.2 -2.6 0.4
C -2.95545 2.86267 4.54878 0.2 2.3 3.0
C -2.70791 2.09455 3.44323 -0.3 -1.6 -2.6
H -1.93216 0.06470 3.43979 0.1 0.6 -0.1
H 0.41781 0.66295 3.80000 -0.1 0.6 -0.1
H 1.15543 2.79435 4.48372 -0.5 -0.3 0.2
H -0.04129 4.49113 5.48556 -0.4 -0.3 -0.3
H -2.39714 4.09178 6.26202 0.0 0.3 -0.7
H -4.00270 2.94938 4.88117 0.3 0.0 -0.3
H -3.52511 2.09759 2.71278 0.1 -0.3 0.6
```
Forces are in eV/Å.

Properties
Multiplicity: 5
Charge: +1
E_HOMO (alpha / beta): -8.47 / -10.74 eV

Results of the Mulliken charge analysis, in e, for atoms 1 through 4: atom 1 (C): -0.598, atom 2 (C): -1.135, atom 3 (C): -0.853, atom 4 (C): -0.250